[1]
# C49H46BN2O3P2RhS

C49H46BN2O3P2RhS as an isolated structure at a distorted geometry (ωB97M-V with the def2-TZVPD basis set, OMol25).

The value obtained for the orbital gap (spin up / spin down) is 0.239 / 0.172 Ha. The charge is +2. Its spin multiplicity is 5. The value obtained for the maximum force is 1.45 eV/A. The HOMO energy (spin up / spin down) comes out at -11.9 / -13.3 eV.

Each line ends with the natural charge from an NBO analysis.
Cartesian coordinates (Å):
Rh -0.1111 0.1041 -0.0038  0.481
O -2.2330 2.6910 -0.1983  -0.535
C -1.4247 3.3545 0.7047  0.384
C -0.9798 4.6537 0.5208  -0.323
C -0.0811 5.1913 1.4334  -0.142
C 0.3879 4.4384 2.4985  -0.230
C -0.0660 3.1402 2.6715  -0.154
C -1.0023 2.5887 1.7959  -0.447
P -1.4274 0.8249 1.8850  0.970
C -1.2595 0.3586 3.6334  -0.386
C -1.7588 1.1902 4.6348  -0.131
C -1.7586 0.7562 5.9522  -0.210
C -1.2740 -0.5082 6.2750  -0.176
C -0.7838 -1.3377 5.2812  -0.193
C -0.7759 -0.9031 3.9617  -0.194
C -3.2258 0.5774 1.6778  -0.373
C -3.6460 -0.7457 1.5707  -0.219
C -5.0009 -1.0550 1.5052  -0.200
C -5.9438 -0.0354 1.5372  -0.191
C -5.5291 1.2854 1.6601  -0.213
C -4.1763 1.5904 1.7410  -0.128
C -2.3674 3.2044 -1.4735  0.384
C -3.2623 4.2260 -1.7298  -0.272
C -3.3326 4.7437 -3.0147  -0.159
C -2.5012 4.2558 -4.0185  -0.210
C -1.6238 3.2201 -3.7493  -0.168
C -1.5641 2.6588 -2.4726  -0.437
P -0.4189 1.2919 -2.0910  0.923
C -0.6904 0.0264 -3.3795  -0.360
C 0.2012 -1.0558 -3.3889  -0.247
C 0.0329 -2.1055 -4.2815  -0.160
C -1.0346 -2.0916 -5.1754  -0.209
C -1.9323 -1.0331 -5.1624  -0.207
C -1.7658 0.0214 -4.2643  -0.204
C 1.1964 2.0345 -2.4720  -0.283
C 1.7564 2.8515 -1.4883  -0.231
C 2.9458 3.5202 -1.7353  -0.202
C 3.5902 3.3626 -2.9574  -0.185
C 3.0448 2.5371 -3.9318  -0.199
C 1.8459 1.8735 -3.6936  -0.224
H -1.3101 5.2379 -0.3284  0.243
H 0.2688 6.2082 1.2926  0.234
H 1.1099 4.8584 3.1892  0.236
H 0.3103 2.5435 3.4944  0.236
H -2.1565 2.1697 4.3946  0.217
H -2.1444 1.4045 6.7292  0.234
H -1.2817 -0.8438 7.3042  0.234
H -0.4080 -2.3228 5.5304  0.225
H -0.3812 -1.5513 3.1829  0.203
H -2.9073 -1.5429 1.5712  0.204
H -5.3227 -2.0902 1.4349  0.222
H -7.0009 -0.2708 1.4905  0.232
H -6.2648 2.0802 1.7079  0.231
H -3.8661 2.6196 1.8659  0.211
H -3.8817 4.6163 -0.9298  0.241
H -4.0290 5.5451 -3.2308  0.238
H -2.5385 4.6884 -5.0111  0.239
H -0.9711 2.8500 -4.5339  0.230
H 1.0469 -1.0574 -2.7043  0.231
H 0.7393 -2.9306 -4.2917  0.220
H -1.1522 -2.8963 -5.8931  0.234
H -2.7681 -1.0223 -5.8552  0.234
H -2.4827 0.8334 -4.2587  0.234
H 1.2623 2.9692 -0.5274  0.232
H 3.3729 4.1604 -0.9711  0.230
H 4.5209 3.8830 -3.1495  0.234
H 3.5497 2.4137 -4.8834  0.233
H 1.4221 1.2388 -4.4645  0.224
C 4.8796 1.9229 1.2937  -0.633
C 4.0191 0.6829 1.3800  0.243
C 4.0986 0.0716 2.7693  -0.635
O 2.6176 1.0742 1.1823  -0.762
B 2.0197 0.1208 0.4205  0.745
O 2.8936 -0.8414 -0.0522  -0.819
C 4.2614 -0.3478 0.2283  0.251
C 5.1389 -1.5204 0.6033  -0.637
C 4.7441 0.2915 -1.0611  -0.636
H 4.6380 2.5880 2.1254  0.230
H 4.7138 2.4629 0.3599  0.223
H 5.9395 1.6582 1.3652  0.227
H 3.7032 0.7893 3.4901  0.232
H 5.1311 -0.1613 3.0426  0.229
H 3.5012 -0.8435 2.8410  0.205
H 4.7306 -2.0917 1.4400  0.217
H 6.1363 -1.1693 0.8828  0.235
H 5.2470 -2.1862 -0.2571  0.225
H 4.1141 1.1409 -1.3447  0.220
H 4.6989 -0.4498 -1.8625  0.223
H 5.7776 0.6329 -0.9647  0.229
N 1.0438 -3.2564 0.3086  -0.674
C -0.0795 -3.2099 -0.3272  0.342
N -0.7809 -2.0523 -0.5367  -0.499
C -1.8542 -2.3086 -1.2485  0.239
C -2.8109 -1.3170 -1.6488  -0.169
C -3.8603 -1.7155 -2.4026  -0.146
C -4.0099 -3.0834 -2.7881  -0.049
C -3.1153 -4.0885 -2.3814  -0.223
C -2.0551 -3.7025 -1.6151  -0.169
S -0.7860 -4.6777 -0.9750  0.474
H 1.6083 -2.3924 0.4274  0.473
H 1.5441 -4.1341 0.3629  0.432
H -2.6843 -0.2875 -1.3376  0.256
H -4.6045 -0.9891 -2.7101  0.243
H -4.8476 -3.3586 -3.4203  0.245
H -3.2667 -5.1249 -2.6643  0.258

***

[2]
# C6H9IN2OS

C6H9IN2OS as an isolated structure at a distorted geometry (ωB97M-V with the def2-TZVPD basis set, OMol25).

The value obtained for the orbital gap (spin up / spin down) is 0.274 / 0.274 Ha. Its spin multiplicity is 1. The value obtained for the maximum force is 4.09 eV/A. The HOMO energy (spin up / spin down) comes out at -7.5 / -7.5 eV. The value obtained for the relative energy (zero: lowest compared OMol25 entry of this formula, charge and spin) is 18.6 kcal/mol.

Each line ends with the natural charge from an NBO analysis.
Cartesian coordinates (Å):
C 0.6550 -0.5008 0.3059  0.232
C 1.0472 2.4678 0.4361  -0.633
C 2.1458 0.4770 -1.0799  0.572
C 0.2942 -0.8398 -2.1900  -0.411
C -1.7676 -0.2728 -0.0121  -0.457
C -0.6850 -0.6800 2.1936  -0.387
N 1.0435 -0.2877 -0.9939  -0.493
N -0.5488 -0.5962 0.7233  -0.408
O 2.8900 0.7527 -1.9670  -0.530
S 2.1515 1.2290 0.5900  0.451
I 0.8682 3.6395 2.1845  0.111
H -0.2837 -0.0514 -2.7041  0.210
H 1.0037 -1.1757 -2.8618  0.226
H -0.3984 -1.5337 -1.8548  0.207
H -2.4293 0.1868 0.8490  0.225
H -1.6845 0.4733 -0.8044  0.236
H -2.2758 -1.3389 -0.3524  0.209
H -0.7656 0.4250 2.4909  0.214
H -1.4496 -1.3116 2.4363  0.199
H 0.1893 -1.0627 2.6109  0.230

***

[3]
# C3H3CoO4

C3H3CoO4 as an isolated structure at a distorted geometry (ωB97M-V with the def2-TZVPD basis set, OMol25).

The value obtained for the orbital gap (spin up / spin down) is 0.305 / 0.193 Ha. The charge is +3. Its spin multiplicity is 6. The value obtained for the maximum force is 4.65 eV/A. The HOMO energy (spin up / spin down) comes out at -23.3 / -25.1 eV.

Each line ends with the Löwdin spin population.
Cartesian coordinates (Å):
C -0.1203 2.2631 -1.1977  0.294
C -0.7747 1.1019 -1.3575  0.242
H -1.5859 0.4194 -1.1049  0.006
Co 1.5201 3.3011 -0.6704  2.880
O -0.8399 2.0617 -2.4114  0.562
O 0.6196 -0.3085 0.1738  0.022
C 0.4877 -1.2846 0.8858  0.046
O -0.6640 -1.8193 1.2516  0.614
O 1.5192 -1.8354 1.4913  0.326
H -1.4100 -1.3444 0.8601  0.006
H 1.2482 -2.5550 2.0793  0.001

***

[4]
# C2H4INO

A 2-piece molecular cluster, C2H4INO overall at a distorted geometry (ωB97M-V with the def2-TZVPD basis set, OMol25).

The value obtained for the orbital gap (spin up / spin down) is 0.308 / 0.308 Ha. Its spin multiplicity is 1. The value obtained for the maximum force is 4.41 eV/A. The HOMO energy (spin up / spin down) comes out at -9.7 / -9.7 eV. The value obtained for the relative energy (zero: lowest compared OMol25 entry of this formula, charge and spin) is 77.9 kcal/mol.

Each line ends with the natural charge from an NBO analysis.
Cartesian coordinates (Å):
O -1.9841 -1.0748 -0.1144  -0.220
N -1.7155 -0.0772 0.4989  0.068
I -2.2749 -0.0571 2.5128  0.147
C 1.3078 -0.3043 -0.7925  -0.400
C 0.7668 0.8044 -0.2867  -0.391
H 2.2303 -0.8075 -0.5245  0.206
H 0.5453 -0.9371 -1.3467  0.186
H -0.2660 1.0719 -0.4279  0.211
H 1.3902 1.3815 0.4810  0.193

***

[5]
# C8H19NO2Si

A 2-piece molecular cluster, C8H19NO2Si overall at a distorted geometry (ωB97M-V with the def2-TZVPD basis set, OMol25).

The value obtained for the orbital gap is 0.379 Ha. Its spin multiplicity is 1. The value obtained for the maximum force is 6.35 eV/A. The HOMO energy comes out at -9.4 eV. The value obtained for the relative energy (zero: lowest compared OMol25 entry of this formula, charge and spin) is 76.5 kcal/mol.

Each line ends with the natural charge from an NBO analysis.
Cartesian coordinates (Å):
C 2.0405 2.2126 0.4890  -0.335
C 2.0419 1.4988 -0.6580  -0.736
Si 2.1437 -0.2928 -0.5303  1.920
O 1.9496 -0.9933 -1.9152  -0.914
C 0.9118 -1.0247 -2.8289  -0.231
O 3.5995 -0.9075 -0.0405  -0.862
C 4.0965 -0.2966 1.0960  -0.254
H 2.0084 3.2597 0.6640  0.198
H 1.8524 1.6154 1.3967  0.177
H 2.0999 2.0825 -1.5959  0.228
H 1.0040 -0.8258 0.3739  -0.240
H 1.1365 -0.2752 -3.5990  0.174
H 0.0274 -0.6271 -2.3774  0.169
H 0.8096 -2.0893 -3.1103  0.191
H 3.7109 0.7302 1.2135  0.164
H 5.1286 -0.1720 1.0116  0.180
H 3.8303 -0.8437 2.0082  0.167
C -1.6034 1.3487 2.5621  -0.670
C -1.9585 0.1803 1.6100  0.161
N -1.5235 -0.2768 0.4562  -0.421
C -2.5883 -0.8168 -0.2164  -0.229
C -3.4017 0.2459 -1.1757  -0.605
H -0.8768 2.0506 2.0817  0.225
H -2.5664 1.7945 2.7553  0.226
H -1.1553 0.9819 3.4718  0.231
H -2.9975 -0.1519 1.9417  0.118
H -3.4771 -1.2068 0.3646  0.159
H -2.1375 -1.6207 -0.7337  0.189
H -2.6316 0.5540 -1.9089  0.202
H -4.1967 -0.1702 -1.7264  0.213
H -3.6018 1.1406 -0.5365  0.204

***

[6]
# C6H10BNO2

One molecule with the formula C6H10BNO2 at a distorted geometry (ωB97M-V with the def2-TZVPD basis set, OMol25).

The value obtained for the orbital gap (spin up / spin down) is 0.192 / 0.280 Ha. Its spin multiplicity is 3. The value obtained for the maximum force is 7.34 eV/A. The HOMO energy (spin up / spin down) comes out at -4.7 / -10.2 eV. The value obtained for the relative energy (zero: lowest compared OMol25 entry of this formula, charge and spin) is 59.7 kcal/mol.

Each line ends with the natural charge from an NBO analysis.
Cartesian coordinates (Å):
B 0.7200 0.5450 -0.0356  0.777
C -0.7739 0.1873 0.0413  -0.191
C -1.3834 -1.1420 -0.1523  0.125
C -1.9098 0.9280 0.1276  0.258
C 1.8672 -0.2090 0.7822  -0.992
C -0.7040 -2.4352 -0.4641  -0.653
C -2.0923 2.4070 0.3495  -0.662
N -2.6396 -1.1327 -0.0952  -0.049
O -2.9983 0.1715 0.0940  -0.338
O 0.9910 1.6292 -0.7719  -0.850
H 2.2323 -1.1977 0.8576  0.251
H 1.6788 0.2082 1.8256  0.235
H 2.9551 0.1919 0.5857  0.215
H 0.1060 -2.7267 0.2866  0.231
H -1.3441 -3.3365 -0.4917  0.243
H -0.1022 -2.3678 -1.5219  0.229
H -3.0876 2.7990 0.5930  0.232
H -1.5045 2.7347 1.0871  0.214
H -1.9762 2.7634 -0.6467  0.236
H 1.8348 1.9863 -0.6760  0.488